Here is H21O10 as an isolated structure at a distorted geometry from OMol25. Energies are from ωB97M-V with the def2-TZVPD basis set.

- energy (Eh) = -764.7275
- frontier orbital gap (eV) = 11.260
- ΔE to the lowest compared entry with this formula, charge and spin (eV) = 1.534
- total charge = +1
- HOMO level (eV) = -14.211

XYZ file:
```
31
Properties=species:S:1:pos:R:3:forces:R:3:mulliken_charge:R:1
O 2.507986 0.481787 -2.552857 0.974 1.298 -0.239 -0.541
H 3.382100 0.068195 -2.616332 -0.241 -0.573 -0.147 0.385
H 2.766623 1.327804 -2.125599 -0.517 -0.111 -0.021 0.397
O -3.003370 -0.025508 1.680257 0.289 0.202 -0.318 -0.691
H -2.844608 -0.955101 1.471740 -0.582 0.014 0.468 0.308
H -3.826993 0.102482 2.161035 0.109 -0.405 0.151 0.309
O -1.183219 0.298912 -0.237233 1.285 0.377 -0.646 -0.661
H -1.387497 0.268712 0.710706 -0.918 0.289 -0.539 0.327
H -1.897857 0.391709 -0.879980 -0.512 -0.202 0.928 0.267
O -0.626577 3.600613 0.627782 -1.205 -0.441 -0.520 -0.666
H -1.560427 3.859978 0.634307 0.204 0.507 0.157 0.339
H -0.711605 2.751712 0.162663 0.445 0.132 -0.122 0.340
O 0.818689 2.206912 2.226341 -0.259 -0.365 -0.069 -0.743
H 1.404047 2.952689 2.380356 -0.083 0.213 0.200 0.323
H -0.034491 2.625024 1.953387 1.025 -0.067 0.239 0.398
O 0.943459 -2.971712 -1.469497 -1.632 -0.039 0.028 -0.664
H 0.062478 -2.550961 -1.530630 -0.168 -0.783 -0.885 0.360
H 0.719269 -3.497555 -0.667437 0.990 0.062 0.152 0.401
O -3.903633 -1.327603 -0.978410 0.416 1.092 -1.302 -0.611
H -3.770215 -2.249118 -0.783962 -0.334 -0.164 0.862 0.308
H -4.160543 -0.723781 -0.275021 -0.054 -0.890 0.384 0.335
O 1.106547 -0.554175 -0.878002 0.476 0.533 -1.911 -0.550
H 1.087341 -1.526095 -1.297447 0.097 1.259 1.382 0.318
H 1.701470 0.002663 -1.698511 -0.001 -0.928 1.333 0.514
O 2.786886 1.374423 0.152819 -0.261 0.060 -0.351 -0.568
H 2.172029 1.652434 0.862018 0.286 -0.063 -0.078 0.338
O 0.687497 -3.115145 1.252045 -1.213 -0.416 -0.652 -0.690
H 1.358300 -3.574332 1.754864 0.460 0.511 0.198 0.330
H 0.242659 -0.020568 -0.785557 0.142 -1.234 0.323 0.436
H 3.685581 1.601145 0.393196 0.013 0.194 0.418 0.291
H 0.870322 -2.192548 1.055276 0.768 -0.062 0.574 0.361
```
Forces are in eV/Å.